Entry 1:
{
  "formula": "C3H2FO2Tl",
  "method": "wB97M-V/def2-TZVPD",
  "species": ["F", "O", "O", "C", "C", "C", "H", "Tl", "H"],
  "xyz": [[-1.88, -0.97, -0.81], [-0.18, -1.07, 0.64], [1.06, 0.53, -0.03], [-0.46, -1.00, -0.79], [0.07, 0.33, -1.11], [0.34, 0.12, 1.03], [0.61, 0.43, -2.05], [1.14, 0.51, 3.57], [-0.70, 1.11, -0.46]],
  "e_tot_ev": -14642.628,
  "charge": 0,
  "e_homo_ev": [-6.803, -6.184]
}



Entry 2:
{
  "formula": "C18H9F7NRhS",
  "method": "wB97M-V/def2-TZVPD",
  "species": ["Rh", "C", "C", "C", "C", "N", "C", "C", "C", "C", "C", "C", "C", "H", "H", "H", "H", "H", "H", "H", "H", "F", "C", "C", "F", "C", "F", "C", "S", "C", "F", "C", "F", "F", "C", "F", "H"],
  "xyz": [[-0.38, 0.46, 0.54], [0.48, -3.84, 0.11], [-0.66, -4.29, -0.60], [-1.62, -3.39, -0.95], [-1.47, -2.01, -0.60], [-0.34, -1.60, 0.11], [0.58, -2.50, 0.42], [-2.35, -0.99, -0.94], [-3.60, -1.19, -1.65], [-4.23, -0.12, -2.19], [-3.74, 1.21, -2.00], [-2.64, 1.44, -1.16], [-1.95, 0.40, -0.61], [1.26, -4.53, 0.40], [-0.77, -5.33, -0.86], [-2.49, -3.70, -1.50], [1.44, -2.12, 0.97], [-4.02, -2.18, -1.76], [-5.14, -0.26, -2.75], [-4.25, 2.04, -2.47], [-2.34, 2.45, -0.93], [5.90, 2.38, 2.37], [4.83, 2.15, 1.62], [3.75, 1.45, 2.12], [3.77, 0.99, 3.38], [2.66, 1.23, 1.32], [1.63, 0.51, 1.86], [2.56, 1.68, 0.01], [1.13, 1.45, -1.00], [3.67, 2.37, -0.47], [3.67, 2.84, -1.72], [4.79, 2.61, 0.31], [5.83, 3.28, -0.19], [-1.97, 0.78, 2.79], [-1.29, 1.63, 1.95], [-2.18, 2.58, 1.55], [-0.52, 2.13, 2.54]],
  "e_tot_ev": -53161.327,
  "charge": 0,
  "spin_multiplicity": 5,
  "e_homo_ev": [-4.617, -7.208],
  "s2": 6.06
}



Entry 3:
{
  "formula": "C43H47BBiF2N8S2Se",
  "method": "wB97M-V/def2-TZVPD",
  "species": ["Bi", "C", "C", "N", "C", "C", "N", "C", "C", "N", "H", "H", "H", "H", "H", "H", "H", "H", "H", "H", "H", "H", "H", "H", "H", "S", "C", "N", "C", "C", "N", "C", "C", "C", "C", "C", "C", "C", "C", "S", "C", "C", "C", "C", "C", "C", "C", "H", "H", "H", "H", "H", "H", "H", "H", "H", "H", "H", "H", "H", "H", "H", "H", "H", "H", "Se", "N", "C", "C", "C", "C", "C", "C", "N", "H", "H", "H", "H", "N", "C", "C", "C", "C", "C", "C", "C", "C", "C", "C", "C", "C", "C", "H", "H", "H", "H", "H", "H", "H", "H", "H", "H", "F", "B", "F"],
  "xyz": [[-1.56, -0.68, 1.32], [-3.86, -3.38, 1.76], [-2.45, -3.87, 1.41], [-1.42, -3.11, 2.13], [-1.37, -3.36, 3.59], [-1.30, -2.07, 4.41], [-2.25, -1.09, 3.91], [-3.68, -1.40, 4.10], [-4.52, -1.21, 2.83], [-3.96, -1.92, 1.67], [-4.56, -3.88, 1.08], [-4.13, -3.70, 2.77], [-2.38, -4.95, 1.61], [-2.27, -3.72, 0.35], [-0.51, -3.29, 1.72], [-2.27, -3.92, 3.87], [-0.52, -3.98, 3.84], [-1.45, -2.32, 5.46], [-0.30, -1.64, 4.31], [-2.02, -0.15, 4.21], [-3.76, -2.43, 4.44], [-4.12, -0.79, 4.89], [-5.54, -1.54, 3.06], [-4.55, -0.16, 2.57], [-4.42, -1.62, 0.83], [0.95, -1.11, 1.80], [1.76, 0.42, 1.18], [3.21, 0.17, 1.16], [3.98, 1.38, 0.92], [3.74, 2.32, 2.06], [2.31, 2.56, 2.29], [1.98, 3.92, 2.77], [1.77, 4.83, 1.58], [2.81, 5.65, 1.14], [2.66, 6.45, 0.02], [1.46, 6.43, -0.68], [0.41, 5.63, -0.24], [0.57, 4.83, 0.88], [1.40, 1.62, 2.09], [-0.18, 1.78, 2.65], [3.56, -1.03, 0.34], [4.94, -1.02, -0.26], [5.10, -0.98, -1.64], [6.37, -1.03, -2.20], [7.49, -1.10, -1.39], [7.34, -1.14, -0.01], [6.07, -1.10, 0.55], [3.74, 1.88, -0.03], [5.03, 1.13, 0.90], [4.21, 3.28, 1.85], [4.17, 1.91, 2.97], [2.81, 4.27, 3.38], [1.09, 3.86, 3.38], [3.75, 5.68, 1.70], [3.47, 7.08, -0.31], [1.33, 7.06, -1.56], [-0.53, 5.62, -0.78], [-0.26, 4.22, 1.22], [2.83, -1.14, -0.47], [3.46, -1.91, 0.97], [4.23, -0.92, -2.28], [6.48, -1.02, -3.28], [8.48, -1.14, -1.83], [8.21, -1.20, 0.63], [5.96, -1.16, 1.63], [-3.42, 3.24, 2.11], [-3.51, 1.81, 1.08], [-3.48, 2.25, -0.17], [-3.52, 1.42, -1.34], [-3.49, 2.01, -2.56], [-3.42, 3.43, -2.71], [-3.36, 4.26, -1.64], [-3.39, 3.69, -0.33], [-3.35, 4.39, 0.79], [-3.55, 0.34, -1.23], [-3.52, 1.40, -3.45], [-3.41, 3.85, -3.71], [-3.29, 5.34, -1.74], [-1.26, -1.56, -0.58], [-1.17, -1.93, -1.78], [-0.42, -1.17, -2.84], [0.97, -1.17, -2.88], [1.65, -0.52, -3.90], [0.94, 0.14, -4.89], [-0.45, 0.16, -4.85], [-1.13, -0.51, -3.84], [-1.86, -3.17, -2.30], [-1.16, -4.15, -3.00], [-1.82, -5.28, -3.47], [-3.19, -5.42, -3.27], [-3.90, -4.44, -2.59], [-3.23, -3.32, -2.10], [1.51, -1.70, -2.10], [2.73, -0.54, -3.92], [1.46, 0.64, -5.69], [-1.01, 0.68, -5.63], [-2.22, -0.52, -3.83], [-0.09, -4.03, -3.17], [-1.27, -6.04, -4.00], [-3.70, -6.29, -3.66], [-4.97, -4.53, -2.45], [-3.77, -2.55, -1.57], [-0.10, 1.16, -0.45], [1.18, 0.86, -0.25], [1.99, 0.99, -1.30]],
  "e_tot_ev": -156240.437,
  "charge": 1,
  "e_homo_ev": -10.365
}



Entry 4:
{
  "formula": "C24H41N6O12",
  "method": "wB97M-V/def2-TZVPD",
  "species": ["C", "C", "O", "O", "C", "C", "C", "C", "C", "C", "O", "C", "C", "O", "O", "C", "C", "O", "H", "H", "H", "H", "H", "H", "H", "H", "H", "H", "H", "O", "C", "N", "C", "H", "H", "H", "H", "H", "O", "C", "N", "C", "H", "H", "H", "H", "H", "O", "C", "N", "C", "H", "H", "H", "H", "H", "O", "C", "N", "C", "H", "H", "H", "H", "H", "O", "C", "N", "C", "H", "H", "H", "H", "H", "O", "C", "N", "C", "H", "H", "H", "H", "H"],
  "xyz": [[4.01, -0.30, 2.67], [4.38, 0.96, 1.72], [4.78, 1.99, 2.33], [4.30, 0.90, 0.30], [3.02, 1.36, -0.21], [1.77, 0.44, 0.24], [0.68, 1.27, 1.11], [-0.64, 0.43, 1.40], [-0.59, -0.98, 1.39], [-1.95, -1.77, 1.71], [-1.92, -2.93, 2.17], [-3.34, -1.06, 1.39], [-4.62, -1.95, 1.03], [-5.08, -1.81, -0.17], [-5.22, -2.85, 1.88], [-3.42, 0.36, 1.37], [-2.06, 1.15, 1.69], [-2.05, 2.33, 2.14], [3.68, -1.21, 2.05], [3.17, 0.01, 3.40], [4.96, -0.63, 3.22], [2.76, 2.44, 0.05], [3.09, 1.30, -1.36], [1.23, 0.12, -0.73], [2.09, -0.52, 0.75], [1.20, 1.60, 2.08], [0.44, 2.22, 0.50], [0.33, -1.63, 1.22], [-4.36, 0.95, 1.12], [-6.12, -0.05, 4.68], [-7.28, -0.31, 4.42], [-8.24, 0.65, 4.44], [-7.74, -1.70, 4.05], [-9.21, 0.47, 4.23], [-7.96, 1.59, 4.68], [-7.52, -2.38, 4.87], [-7.20, -2.03, 3.15], [-8.81, -1.73, 3.85], [-1.86, 4.59, -1.15], [-2.56, 5.32, -0.47], [-2.61, 6.66, -0.71], [-3.41, 4.82, 0.66], [-3.17, 7.31, -0.17], [-2.05, 7.02, -1.46], [-2.76, 4.35, 1.41], [-4.12, 4.10, 0.28], [-3.96, 5.63, 1.15], [8.84, 2.55, -1.82], [8.36, 2.47, -0.70], [7.28, 1.69, -0.46], [8.93, 3.20, 0.48], [6.85, 1.60, 0.45], [6.88, 1.19, -1.24], [8.90, 4.27, 0.29], [9.96, 2.88, 0.64], [8.36, 3.00, 1.40], [-1.21, -3.90, -1.89], [-2.37, -4.15, -2.18], [-3.33, -3.19, -2.15], [-2.84, -5.52, -2.58], [-4.30, -3.36, -2.37], [-3.05, -2.26, -1.88], [-2.63, -6.22, -1.76], [-2.29, -5.84, -3.47], [-3.91, -5.55, -2.79], [-6.22, -6.63, -2.12], [-6.68, -6.70, -0.99], [-7.78, -7.47, -0.74], [-6.10, -5.97, 0.18], [-8.20, -7.55, 0.17], [-8.19, -7.97, -1.51], [-6.12, -4.89, -0.03], [-5.07, -6.29, 0.32], [-6.66, -6.16, 1.10], [11.55, 3.38, -7.13], [11.07, 3.30, -6.01], [9.98, 2.52, -5.78], [11.63, 4.03, -4.83], [9.55, 2.42, -4.87], [9.58, 2.02, -6.56], [11.60, 5.10, -5.02], [12.66, 3.71, -4.67], [11.06, 3.82, -3.92]],
  "e_tot_ev": -59064.935,
  "charge": -1,
  "e_homo_ev": -5.068
}